Molecular formula: C5H15N2
Method: DFT, wB97M-V/def2-TZVPD

Properties
Orbital gap (eV): 11.127
Charge: +1
Structure (SMILES): CCC[C@@H]([NH3+])CN
Calculated total energy (eV): -8400.908
LUMO (eV): -3.17

XYZ file:
```
22
C5H15N2 (wB97M-V/def2-TZVPD)
C -1.573 1.852 -1.528
C -1.913 0.530 -0.921
C -0.951 0.078 0.321
C 0.340 -0.605 0.122
N 1.459 0.527 -0.290
C 0.802 -1.377 1.357
N 2.331 -1.723 1.191
H -2.160 2.152 -2.413
H -1.992 2.611 -0.868
H -0.600 2.162 -1.741
H -1.903 -0.367 -1.611
H -2.880 0.435 -0.484
H -1.437 -0.668 1.034
H -0.779 1.094 0.809
H 0.303 -1.343 -0.644
H 2.138 0.143 -0.934
H 1.907 0.975 0.556
H 0.893 1.199 -0.827
H 0.231 -2.265 1.468
H 0.815 -0.948 2.337
H 2.233 -2.744 0.938
H 2.736 -1.716 2.127
```

Want to see where the charge sits? The Löwdin charges in e are:
1 C -0.1128
2 C -0.2105
3 C -0.1631
4 C -0.2641
5 N 0.2341
6 C -0.1891
7 N -0.0022
8 H 0.0981
9 H 0.0884
10 H 0.0372
11 H 0.1233
12 H 0.0955
13 H 0.1457
14 H 0.1426
15 H 0.1424
16 H 0.1458
17 H 0.1897
18 H 0.1201
19 H 0.1083
20 H 0.1128
21 H 0.0925
22 H 0.0651

Molecular formula: C5H15N2
Method: DFT, wB97M-V/def2-TZVPD

Properties
Orbital gap (eV): 9.511
Charge: +1
Structure (SMILES): C[C@H]([NH3+])CCCN
Calculated total energy (eV): -8400.634
LUMO (eV): -3.58

XYZ file:
```
22
C5H15N2 (wB97M-V/def2-TZVPD)
C -2.455 -0.483 0.522
C -1.034 0.016 0.347
N -1.108 1.557 0.703
C -0.394 -0.206 -1.013
C 1.131 0.185 -1.082
C 2.088 -0.027 0.175
N 2.216 -1.559 0.472
H -2.402 -1.730 0.784
H -2.995 -0.413 -0.441
H -2.918 0.083 1.315
H -0.366 -0.359 1.182
H -1.718 2.101 0.009
H -0.175 1.792 0.376
H -1.264 1.734 1.736
H -0.833 0.441 -1.891
H -0.500 -1.235 -1.130
H 1.112 1.245 -1.182
H 1.628 -0.112 -1.994
H 3.009 0.397 -0.189
H 1.728 0.417 1.106
H 2.026 -2.047 -0.381
H 3.223 -1.798 0.577
```

Want to see where the charge sits? The Löwdin charges in e are:
1 C -0.0564
2 C -0.3625
3 N 0.1945
4 C -0.1471
5 C -0.1813
6 C -0.2066
7 N -0.0051
8 H 0.1829
9 H 0.0891
10 H 0.0654
11 H 0.1570
12 H 0.2043
13 H 0.1183
14 H 0.1977
15 H 0.1673
16 H 0.0964
17 H 0.0752
18 H 0.1144
19 H 0.0981
20 H 0.0852
21 H 0.0360
22 H 0.0771

Molecular formula: C5H15N2
Method: DFT, wB97M-V/def2-TZVPD

Properties
Orbital gap (eV): 11.384
Charge: +1
Structure (SMILES): CN(C)[N+](C)(C)C
Calculated total energy (eV): -8399.156
LUMO (eV): -2.63

XYZ file:
```
22
C5H15N2 (wB97M-V/def2-TZVPD)
C 1.446 1.217 0.033
N 0.769 0.014 0.492
C 1.645 -1.181 -0.018
N -0.617 -0.042 0.144
C -1.209 1.244 0.586
C -0.816 -0.186 -1.347
C -1.211 -1.235 0.781
H 2.426 1.228 0.471
H 1.671 1.191 -0.964
H 0.946 2.096 0.296
H 2.555 -1.130 0.616
H 1.123 -2.109 0.035
H 1.800 -0.846 -1.138
H -0.796 1.616 1.534
H -1.185 2.066 -0.161
H -2.207 1.061 0.838
H -0.313 0.728 -1.620
H -0.205 -0.970 -1.581
H -1.761 -0.269 -1.705
H -0.876 -1.990 0.093
H -0.940 -1.344 1.908
H -2.244 -1.161 0.706
```

Want to see where the charge sits? The Löwdin charges in e are:
1 C -0.0719
2 N -0.1746
3 C 0.0168
4 N -0.3671
5 C 0.0078
6 C 0.0640
7 C 0.0310
8 H 0.1110
9 H 0.0589
10 H 0.0720
11 H 0.1123
12 H 0.0612
13 H 0.1236
14 H 0.1303
15 H 0.1294
16 H 0.0869
17 H 0.1058
18 H 0.0637
19 H 0.0959
20 H 0.0881
21 H 0.1705
22 H 0.0845

Molecular formula: C5H15N2
Method: DFT, wB97M-V/def2-TZVPD

Properties
Orbital gap (spin up / spin down) (eV): 8.624 / 4.672
Charge: +2
<S²>: 0.762
Spin multiplicity: 2
Calculated total energy (eV): -8384.788
LUMO (spin up / spin down) (eV): -11.71 / -13.95

XYZ file:
```
22
C5H15N2 (wB97M-V/def2-TZVPD)
N -2.579 0.908 -1.433
C -0.042 -0.604 0.007
C 0.159 -0.424 1.446
C -0.045 1.118 1.717
C 1.588 -0.792 1.905
C 0.965 -0.221 -1.021
N 0.472 -0.314 -2.417
H -2.155 1.750 -1.020
H -3.582 1.065 -1.573
H -2.113 0.182 -0.888
H -0.724 -1.436 -0.248
H -0.518 -0.984 2.083
H -1.097 1.436 1.688
H 0.256 1.332 2.748
H 0.556 1.656 0.983
H 2.431 -0.376 1.358
H 1.706 -0.628 2.978
H 1.611 -1.880 1.781
H 1.177 0.865 -0.863
H 1.906 -0.773 -0.890
H -0.234 0.411 -2.598
H -0.109 -1.155 -2.504
```

Want to see where the charge sits? The Löwdin charges in e are:
1 N 0.3347
2 C 0.1380
3 C -0.3441
4 C 0.0114
5 C 0.0013
6 C -0.1476
7 N 0.1830
8 H 0.1095
9 H 0.1403
10 H 0.0494
11 H 0.1706
12 H 0.1577
13 H 0.0946
14 H 0.1189
15 H 0.0863
16 H 0.1031
17 H 0.1206
18 H 0.1097
19 H 0.1655
20 H 0.1803
21 H 0.0937
22 H 0.1230

Number 3 is which compound?
C5H15N2

calculated total energy of number 2 (C5H15N2)?
-8400.634 eV

The lowest calculated total energy belongs to which entry?
number 1

Which value of calculated total energy does entry 1 give?
-8400.908 eV